Record 1
97
Properties=species:S:1:pos:R:3:forces:R:3 method="wB97M-V/def2-TZVPD" charge=+3 homo_lumo_gap_ha="0.232 / 0.224" e_tot_ha=-3861.89070 homo_energy_ev="-16.2 / -16.3" multiplicity=2 e_lumo_ev="-9.927 / -10.186"
Re 1.8009 -1.7035 -0.9226 0.414 0.523 1.128
C 1.2671 -3.0773 -4.8238 0.026 0.028 -0.022
C -0.0750 -2.9412 -4.1521 -0.019 -0.093 0.093
C -1.1235 -3.7459 -4.5935 0.005 -0.004 0.026
C -2.3649 -3.6986 -3.9867 0.007 0.000 -0.007
C -2.5847 -2.8483 -2.9116 0.000 0.001 0.023
C -1.5758 -2.0273 -2.4293 -0.053 0.017 -0.061
C -1.8421 -1.0954 -1.2789 -0.012 0.022 0.018
C -0.3367 -2.0873 -3.0763 -0.099 0.017 -0.017
N 0.7396 -1.2424 -2.6070 0.105 -0.232 0.014
C 1.1506 -0.2398 -3.3190 -0.091 0.081 0.056
C 0.4611 0.2822 -4.5211 0.009 -0.012 -0.020
C 2.4526 0.3486 -2.8749 0.092 -0.069 -0.010
C 3.1331 1.3779 -3.6941 -0.004 -0.006 0.012
N 2.9343 -0.2166 -1.8206 -0.230 -0.086 -0.367
C 4.2448 0.0259 -1.2855 0.017 0.110 0.030
C 4.5817 1.2398 -0.6918 0.031 -0.073 -0.003
C 3.6141 2.3850 -0.5787 -0.011 0.006 0.000
C 5.8713 1.3406 -0.1706 -0.041 0.022 -0.026
C 6.7605 0.2835 -0.2408 0.025 -0.032 0.001
C 6.3799 -0.9249 -0.8137 0.009 -0.010 0.019
C 5.1059 -1.0743 -1.3331 0.027 0.031 0.018
C 4.6685 -2.3586 -1.9820 -0.037 -0.016 -0.034
H 1.5934 -4.1172 -4.7890 0.003 0.004 -0.024
H 2.0565 -2.4733 -4.3730 -0.017 -0.007 0.000
H 1.2032 -2.8043 -5.8783 0.004 0.014 0.006
H -0.9534 -4.4160 -5.4271 -0.003 0.002 0.005
H -3.1688 -4.3221 -4.3542 0.007 -0.001 0.005
H -3.5619 -2.8092 -2.4469 0.000 -0.001 -0.008
H -2.9148 -1.0078 -1.1135 0.008 0.013 -0.011
H -1.4440 -0.0926 -1.4537 0.000 -0.021 0.002
H -1.3985 -1.4675 -0.3510 -0.026 0.006 -0.031
H -0.5238 -0.1599 -4.6426 0.002 0.008 0.004
H 1.0517 0.0677 -5.4173 -0.008 -0.013 0.003
H 0.3797 1.3690 -4.4526 0.003 -0.001 -0.017
H 3.2084 1.0291 -4.7273 -0.013 0.013 -0.001
H 4.1267 1.5971 -3.3161 0.017 -0.004 -0.004
H 2.5419 2.2970 -3.7167 0.006 0.004 0.017
H 2.5786 2.0447 -0.4966 -0.002 -0.003 -0.004
H 3.6803 3.0566 -1.4372 0.002 0.005 -0.005
H 3.8415 2.9802 0.3037 -0.004 -0.001 0.001
H 6.1754 2.2665 0.3014 -0.008 -0.004 0.002
H 7.7558 0.3927 0.1678 0.001 -0.005 -0.007
H 7.0792 -1.7502 -0.8556 -0.003 0.003 0.006
H 5.3667 -3.1683 -1.7784 -0.001 -0.003 -0.009
H 4.5437 -2.2729 -3.0631 -0.007 0.004 0.012
H 3.6969 -2.7531 -1.5778 0.017 -0.014 0.031
C 0.6362 2.1990 5.1378 -0.008 0.020 0.018
C -0.2575 2.8450 4.1009 -0.066 0.052 0.013
C 0.5216 3.3473 2.9014 0.015 0.000 0.000
C -1.1606 3.9075 4.6929 0.005 0.012 -0.016
O -1.1539 1.7359 3.6370 0.116 -0.156 -0.039
Si -2.1431 1.4613 2.4608 -0.220 0.082 0.102
S 1.1475 -0.6073 0.7062 0.074 -0.184 -0.375
O -2.3268 2.4849 1.3032 0.147 0.141 0.017
C -3.3566 3.1338 0.4357 -0.089 -0.068 -0.021
C -2.6585 3.3740 -0.8860 0.006 0.005 -0.004
C -3.7319 4.4263 1.1317 0.009 -0.010 0.009
C -4.5304 2.1856 0.3057 -0.008 -0.010 -0.021
O -2.9059 0.0948 2.3929 0.080 -0.053 -0.048
C -3.1289 -1.0507 3.3308 -0.035 0.029 0.004
C -1.8004 -1.4380 3.9499 0.006 -0.011 0.004
C -3.6877 -2.1494 2.4501 -0.015 -0.011 0.022
C -4.1316 -0.5731 4.3619 0.017 -0.002 0.018
H 1.3222 2.9450 5.5391 -0.004 -0.004 -0.004
H 1.2240 1.3927 4.6978 -0.005 0.002 0.000
H 0.0474 1.8013 5.9635 0.000 0.002 -0.005
H 1.1705 4.1654 3.2141 0.009 -0.014 -0.002
H -0.1442 3.7242 2.1239 0.003 0.014 0.014
H 1.1513 2.5543 2.4904 -0.009 -0.002 0.002
H -0.5542 4.7100 5.1128 -0.006 0.000 -0.007
H -1.7725 3.4936 5.4938 0.007 -0.001 0.001
H -1.8096 4.3427 3.9296 0.001 -0.005 0.001
H -1.8118 4.0488 -0.7601 0.000 -0.009 -0.003
H -3.3591 3.8294 -1.5857 0.008 0.003 0.003
H -2.3129 2.4304 -1.3132 -0.012 0.016 0.008
H -2.8433 5.0130 1.3641 -0.002 0.008 -0.024
H -4.2871 4.2341 2.0514 0.018 -0.003 0.007
H -4.3682 5.0205 0.4758 -0.015 -0.012 0.013
H -4.2537 1.2804 -0.2379 0.005 0.013 0.037
H -5.3349 2.6802 -0.2384 0.011 -0.008 -0.021
H -4.9220 1.9066 1.2858 -0.017 0.018 -0.008
H -1.0626 -1.6582 3.1735 -0.010 -0.009 -0.001
H -1.9374 -2.3380 4.5497 0.004 0.006 0.002
H -1.4127 -0.6556 4.6014 -0.004 0.001 -0.011
H -2.9417 -2.4870 1.7283 -0.004 0.016 -0.008
H -4.5714 -1.8026 1.9157 -0.002 -0.001 0.006
H -3.9762 -2.9988 3.0694 0.010 -0.001 -0.005
H -3.7397 0.2779 4.9242 0.004 -0.012 -0.001
H -4.3338 -1.3721 5.0753 -0.008 0.004 -0.008
H -5.0728 -0.2916 3.8905 0.005 0.001 -0.001
Cl 2.1685 -6.7756 0.9633 -0.005 -0.003 -0.008
C 0.6510 -5.8977 0.8461 -0.019 -0.067 0.076
Cl -0.0219 -5.5456 2.4400 -0.004 -0.002 -0.008
Cl -0.5084 -6.7241 -0.1830 -0.006 -0.002 -0.009
C 0.9411 -4.5924 0.2326 0.008 -0.016 -0.094
N 1.1670 -3.5762 -0.2441 -0.141 0.011 -0.472


Record 2
135
Properties=species:S:1:pos:R:3:forces:R:3 method="wB97M-V/def2-TZVPD" charge=+1 homo_lumo_gap_ha=0.275 e_tot_ha=-19804.77375 homo_energy_ev=-11.0 e_lumo_ev=-3.517
C 14.1999 0.2343 0.9823 -0.046 -0.515 0.489
C 14.0935 -1.3975 0.6330 0.326 1.411 -0.796
C 12.7611 -1.5652 -0.3319 0.672 -0.015 -0.020
C 11.4350 -2.1408 0.4530 0.387 0.047 -0.824
C 10.2197 -2.2063 -0.6540 0.492 -0.452 0.050
C 9.2537 -3.5112 -0.4152 -0.695 -0.063 -0.184
C 7.6711 -3.1314 -0.1027 0.105 -0.073 0.050
C 6.7589 -4.4917 -0.0022 0.468 -0.787 -0.240
C 5.4722 -4.4973 -1.0304 0.426 0.340 0.686
C 4.3075 -3.4767 -0.4871 -0.885 -0.447 -0.577
C 2.7900 -4.0236 -0.8448 -0.049 0.760 0.934
C 1.7414 -3.0031 -0.0512 -0.331 -1.374 -0.688
C 0.3684 -3.8634 0.2025 -0.240 1.915 0.313
C -0.6327 -2.8964 1.1234 -1.533 -1.670 -0.734
C -2.1679 -3.4791 0.8242 -0.061 -0.422 1.256
C -3.3338 -2.3103 1.0603 0.833 -0.479 0.966
C -4.6373 -2.4405 0.1005 0.559 -1.196 -0.669
B -5.4380 -3.8376 0.5765 -1.033 -2.406 0.704
O -6.6564 -4.2911 -0.1836 1.370 2.288 2.268
O -5.0098 -4.7141 1.6810 -1.582 2.723 -1.717
C -5.7070 -4.4183 2.9421 1.049 -0.065 1.700
C -4.7089 -4.9961 4.1530 -0.357 -0.233 -0.364
N -4.2115 -2.7069 -1.3215 0.155 0.422 0.169
C -3.5771 -1.5317 -2.0032 -0.912 0.544 0.302
B -3.0676 -1.9952 -3.5144 1.056 -0.244 -1.589
N -1.7392 -2.7901 -3.5398 -2.811 1.108 1.464
O -3.7728 -1.6854 -4.7823 1.867 1.551 2.205
C -4.6496 -0.3131 -2.0413 2.490 2.123 -1.562
N -5.8809 -0.4592 -1.1879 -1.447 0.670 -0.156
C -7.1412 -0.8887 -1.9680 -5.020 1.068 0.597
I -7.1242 -2.1961 -3.7499 0.863 1.028 1.708
C -8.4820 -0.3903 -1.5447 3.180 -0.511 -0.612
C -8.8153 0.5956 -0.2780 0.375 -0.229 -0.217
I -10.2646 -0.9895 -2.7480 1.501 0.730 1.408
C -5.7129 -1.2346 0.1025 0.075 -2.127 2.076
P -5.5371 0.0824 1.4996 -0.414 0.941 2.152
O -5.3027 -0.6935 3.0800 -1.066 1.858 -2.104
Cl -3.7961 1.3269 1.1429 -0.714 -1.859 -0.117
H 13.1210 0.5781 1.3334 2.312 -0.476 -0.809
H 14.5716 0.8617 0.0414 -1.010 -1.458 2.009
H 14.9529 0.4337 1.8650 -1.479 -0.385 -1.753
H 14.0489 -2.0334 1.6155 -0.006 1.205 -1.953
H 15.0833 -1.6608 0.0220 -2.225 0.310 1.416
H 12.5441 -0.4826 -0.7835 0.245 -2.367 0.977
H 13.0454 -2.2480 -1.2681 -0.834 1.273 2.120
H 11.6361 -3.2278 0.9036 -0.292 2.415 -1.052
H 11.1633 -1.4222 1.3399 0.495 -1.396 -1.667
H 10.7081 -2.3316 -1.7303 -1.006 0.434 2.305
H 9.6561 -1.1766 -0.6196 0.841 -2.128 -0.170
H 9.7017 -4.1790 0.4623 -1.106 1.443 -1.824
H 9.2322 -4.1928 -1.3887 0.149 1.446 2.033
H 7.5960 -2.5258 0.9147 0.188 -1.165 -2.192
H 7.2353 -2.4482 -0.9782 1.068 -1.393 1.871
H 6.4558 -4.6858 1.1307 0.351 0.432 -2.484
H 7.4306 -5.4285 -0.3115 -1.304 2.041 0.678
H 5.8700 -4.1699 -2.0901 -0.877 -0.628 2.045
H 5.0553 -5.5998 -1.1274 0.738 2.307 0.279
H 4.3781 -2.3887 -0.9616 0.102 -2.263 1.036
H 4.3419 -3.3608 0.6879 0.147 -0.295 -2.386
H 2.5558 -4.0419 -2.0054 0.655 0.033 2.677
H 2.5868 -5.1147 -0.4066 0.717 2.312 -0.948
H 1.4877 -2.0483 -0.7166 0.544 -2.012 1.432
H 2.1787 -2.6438 0.9772 -0.744 -0.734 -2.022
H -0.1347 -4.0589 -0.8597 1.002 0.326 2.316
H 0.5177 -4.8846 0.7592 -0.058 2.017 -1.163
H -0.6016 -1.7689 0.8065 0.281 -2.116 0.683
H -0.4698 -3.0675 2.2887 0.022 0.738 -2.606
H -2.2341 -4.0146 -0.2080 0.053 1.310 1.739
H -2.3287 -4.3282 1.6474 0.098 1.790 -1.953
H -2.7453 -1.2906 0.9922 -1.585 -1.824 0.133
H -3.7004 -2.5154 2.1790 0.754 0.960 -2.432
H -7.4480 -3.8895 0.2807 1.054 -0.952 -0.894
H -5.7537 -3.2602 3.1020 -0.247 -1.989 -0.323
H -6.7771 -4.9078 2.9985 2.175 0.914 -0.266
H -3.9263 -4.1993 4.5037 -1.641 -1.349 -0.764
H -4.0777 -5.9247 3.7512 -1.698 1.956 0.868
H -5.3916 -5.2955 5.0628 1.542 0.495 -1.757
H -4.9224 -3.2079 -1.8893 0.582 0.746 0.587
H -2.6107 -1.2033 -1.4046 -2.077 -0.619 -0.961
H -2.0474 -3.7815 -3.3538 0.919 1.037 -0.208
H -1.2232 -2.4082 -2.6932 -0.636 -1.335 -1.083
H -3.5054 -0.7611 -5.1268 -0.585 -2.272 0.708
H -5.0053 -0.0797 -3.1374 0.522 -0.704 2.209
H -4.0945 0.6804 -1.6792 -1.353 -2.126 -0.616
H -6.1176 0.5383 -0.8929 0.164 -1.240 -0.367
H -8.6431 -0.0400 0.7032 -0.341 1.481 -1.892
H -9.9222 0.9777 -0.3045 2.213 -0.981 -0.103
H -8.1270 1.5675 -0.2766 -1.284 -2.206 0.031
H -6.7801 -1.7313 0.3111 2.198 1.429 -0.362
H -5.8670 -0.1067 3.6922 1.183 -1.193 -1.264
C 1.8355 -2.6004 -4.7587 0.039 0.033 -0.052
Cl 0.5741 -1.3522 -4.9183 0.575 -0.102 -0.096
Cl 2.5542 -2.9262 -6.3562 -0.212 0.103 0.442
Cl 3.1012 -2.0265 -3.6438 -0.301 -0.047 -0.350
Cl 1.1123 -4.0968 -4.1165 0.221 0.267 -0.298
C -4.7645 5.1364 1.5413 0.106 0.240 0.200
Cl -5.8103 6.5540 1.8083 0.243 -0.414 -0.161
Cl -5.3939 3.7510 2.4683 -0.105 0.585 -0.068
Cl -4.7455 4.7308 -0.1935 -0.202 0.074 0.301
Cl -3.1085 5.5097 2.0821 -0.614 -0.088 -0.036
C 4.2354 2.1964 -3.4837 0.126 -0.220 -0.127
Cl 4.2356 3.9553 -3.7684 0.378 -0.253 0.525
Cl 5.7023 1.7407 -2.5807 -0.413 0.138 -0.226
Cl 2.7931 1.7478 -2.5388 0.285 0.093 -0.210
Cl 4.2108 1.3418 -5.0468 0.305 -0.140 0.613
C -5.3646 5.5250 6.0878 0.094 0.195 0.138
Cl -4.4389 6.7157 5.1392 -0.092 -0.607 0.375
Cl -4.5661 3.9353 5.9871 -0.141 0.281 0.064
Cl -5.4355 6.0473 7.7897 0.127 -0.181 -0.552
Cl -7.0178 5.4015 5.4350 0.310 0.047 0.148
C -0.2645 5.5386 -0.8395 0.187 0.083 -0.100
Cl -0.9486 6.7314 -1.9727 0.141 -0.330 0.306
Cl -1.4894 4.2978 -0.4723 0.510 0.118 -0.301
Cl 1.1604 4.7660 -1.5792 -0.386 0.192 0.182
Cl 0.2194 6.3593 0.6660 -0.144 -0.219 -0.351
C -8.6646 5.5778 10.8605 -0.092 0.004 0.045
Cl -7.0956 6.1122 11.5143 -0.348 -0.122 -0.183
Cl -9.0932 3.9973 11.5627 0.118 0.394 -0.177
Cl -9.9193 6.7724 11.2763 0.339 -0.309 -0.114
Cl -8.5500 5.4290 9.0887 -0.111 0.029 0.433
C 1.2355 3.2402 -7.2020 0.257 0.081 -0.138
Cl 1.6845 4.0070 -8.7464 -0.127 -0.763 0.105
Cl -0.3834 3.7988 -6.7101 0.246 -0.097 -0.075
Cl 1.2177 1.4698 -7.4010 -0.017 0.356 0.087
Cl 2.4230 3.6853 -5.9506 -0.973 -0.006 -0.782
C 2.7355 7.8602 -7.5500 -0.052 0.042 0.005
Cl 2.0514 9.0530 -8.6832 0.178 -0.305 0.286
Cl 1.5106 6.6194 -7.1828 0.213 1.042 0.137
Cl 4.1604 7.0876 -8.2897 -0.352 0.150 0.188
Cl 3.2194 8.6809 -6.0445 -0.096 -0.197 -0.344
C -6.2645 10.4910 6.1577 -0.035 0.121 0.048
Cl -7.4604 11.7656 5.8114 0.303 -0.327 0.092
Cl -6.1395 9.3974 4.7566 -0.186 0.469 0.274
Cl -4.6771 11.2359 6.4732 -0.397 -0.215 -0.093
Cl -6.7812 9.5651 7.5895 0.119 0.201 -0.371


Table of max |F| (hartree/bohr), in record order: 0.025; 0.100